Entry from the Open Molecules 2025 dataset: a structure of composition C4H12N2OSi (ωB97M-V with the def2-TZVPD basis set).

```
! RIJCOSX wB97M-V def2-TZVPD def2/J DEFGRID3
* xyz 0 1
C -0.8189 0.3707 0.5042
C -1.8544 -1.6650 1.1780
C 0.5233 -1.6234 0.2307
C 1.1564 2.1049 0.5105
N -0.6474 -0.8887 0.7603
N 0.8647 0.9737 -0.3391
O -1.6684 1.1837 0.5361
Si 0.6526 0.9072 -2.0500
H -2.3166 -1.9630 0.2066
H -1.3448 -2.4765 1.7261
H -2.3294 -0.8703 1.8051
H 0.4953 -2.5727 0.6711
H 0.4538 -1.6092 -0.9017
H 1.5059 -1.1889 0.4925
H 1.5081 1.8611 1.4772
H 2.0971 2.7457 0.2669
H 0.2784 2.6879 0.6922
H 1.5199 -0.1232 -2.6564
H 0.5425 2.0769 -3.0681
H -0.6182 0.0691 -2.0421
*
```

Molar mass in g/mol: 132.2
Largest force on an atom in eV/Å: 4.58
E in Eh: -633.7431
Lowest unoccupied orbital energy in eV: 0.72
Energy above the lowest of the compared OMol25 structures with the same formula, charge and spin in kcal per mole: 110.2
HOMO energy in eV: -8.386